(1)
{
  "formula": "C36H62N5O10PS2V",
  "method": "ωB97M-V/def2-TZVPD",
  "symbols": ["V", "O", "C", "O", "C", "C", "C", "C", "C", "N", "C", "O", "O", "H", "H", "H", "H", "C", "C", "C", "S", "O", "C", "C", "C", "H", "H", "H", "H", "H", "H", "H", "H", "H", "H", "H", "H", "H", "H", "N", "C", "O", "C", "C", "C", "C", "N", "C", "H", "H", "H", "H", "H", "H", "C", "C", "C", "C", "O", "P", "O", "O", "O", "C", "C", "C", "C", "H", "H", "H", "H", "H", "H", "H", "H", "H", "H", "H", "H", "H", "H", "H", "H", "H", "H", "C", "C", "C", "C", "N", "C", "S", "N", "C", "C", "C", "C", "H", "H", "H", "H", "H", "H", "H", "H", "H", "H", "H", "H", "H", "H", "H", "H", "H", "H", "H", "H"],
  "positions_angstrom": [[-0.4284, 0.3735, -0.0565], [3.8685, 0.6336, 0.4992], [2.6100, 0.7677, 0.2631], [1.7791, -0.1511, 0.2111], [2.1712, 2.1199, -0.0679], [2.9892, 3.1754, -0.1255], [2.3888, 4.4102, -0.4531], [1.0429, 4.5152, -0.6561], [0.3452, 3.2932, -0.6893], [0.8603, 2.1210, -0.3390], [-1.1425, 3.1637, -0.9856], [-1.7381, 4.1239, -1.4122], [-1.5858, 2.0046, -0.6452], [4.1066, -0.2050, 0.8277], [4.0456, 3.0216, 0.0457], [3.0494, 5.2929, -0.4619], [0.5961, 5.4426, -0.9070], [3.7082, -3.4246, 0.3293], [2.5556, -4.0485, -0.4983], [1.3673, -3.1405, -0.7910], [0.5876, -2.5833, 0.7872], [-0.4737, -1.6012, 0.3361], [-0.2646, -4.1364, 1.2393], [-1.3961, -4.5468, 0.3452], [-1.1620, -5.8024, -0.4551], [4.6409, -3.9794, 0.1371], [3.5145, -3.5392, 1.3793], [3.7779, -2.3244, 0.0435], [2.2453, -5.0324, -0.0953], [2.9546, -4.2583, -1.5049], [0.4915, -3.6076, -1.3270], [1.7174, -2.2390, -1.3036], [-0.5803, -3.9078, 2.2611], [0.5303, -4.8936, 1.2487], [-1.7019, -3.7389, -0.2381], [-2.2345, -4.6099, 1.0171], [-0.2459, -5.6915, -1.0316], [-1.9950, -5.9895, -1.1343], [-1.0102, -6.6294, 0.2201], [-3.5046, -2.2519, 3.9681], [-4.4447, -2.1883, 2.9714], [-5.5937, -2.4790, 3.1566], [-3.9720, -1.6097, 1.6599], [-4.7542, -1.9029, 0.5706], [-4.4566, -1.3322, -0.6561], [-3.4258, -0.4140, -0.6879], [-2.5666, -0.2534, 0.3222], [-2.8653, -0.8278, 1.4587], [-3.6250, -2.6248, 4.8717], [-2.5694, -1.8987, 3.8370], [-5.6318, -2.5491, 0.6553], [-5.1874, -1.4528, -1.4439], [-3.1891, 0.1793, -1.5763], [-2.2160, -0.5723, 2.2707], [1.7985, 0.6290, 5.8982], [1.2682, -0.5526, 5.1069], [2.3092, -1.5076, 4.5562], [0.2879, -1.2694, 5.9807], [0.5186, -0.1252, 3.9388], [0.7231, 1.1204, 2.9003], [2.1447, 1.3031, 2.4982], [-0.2894, 0.8435, 1.8467], [0.3434, 2.3403, 3.8209], [-1.0105, 2.8298, 4.1239], [-2.0092, 1.6902, 4.4205], [-1.4162, 3.8207, 2.9589], [-0.7359, 3.6489, 5.3690], [2.2109, 0.2678, 6.8292], [1.0765, 1.4288, 5.9943], [2.5876, 1.1030, 5.3337], [3.2457, -1.5277, 5.1881], [2.6092, -1.2254, 3.5017], [1.9981, -2.5556, 4.4965], [0.6921, -1.4997, 6.9581], [-0.1582, -2.1357, 5.4793], [-0.5366, -0.6116, 6.2528], [-2.1821, 1.1726, 3.4771], [-2.9685, 2.0269, 4.8825], [-1.5656, 0.9147, 5.0811], [-1.6863, 3.3935, 1.9852], [-0.6537, 4.6033, 2.8275], [-2.2956, 4.3942, 3.2259], [-0.5436, 3.0151, 6.2559], [-1.5060, 4.4015, 5.6526], [0.2072, 4.2844, 5.2878], [2.3224, -0.3137, -6.6579], [1.7744, -0.9530, -5.3439], [2.6608, -0.9065, -4.0902], [2.6606, 0.4532, -3.3663], [1.5110, 1.3079, -3.7540], [0.2820, 1.2954, -3.2136], [-0.1843, -0.1933, -2.4108], [-0.4571, 2.3183, -3.5554], [-1.9582, 2.3243, -3.7807], [-2.3572, 1.7056, -5.0668], [-1.9740, 2.5335, -6.2789], [-0.7211, 2.0179, -6.9591], [1.5529, 0.1768, -7.2443], [2.8832, -0.9730, -7.3330], [3.0801, 0.5099, -6.4348], [1.4966, -1.9928, -5.5374], [0.8222, -0.4135, -5.1657], [3.6738, -1.1680, -4.3526], [2.3494, -1.7201, -3.4439], [3.5266, 1.0643, -3.5647], [2.5713, 0.3132, -2.2998], [1.6338, 1.9789, -4.5078], [0.0642, 3.0831, -3.9433], [-2.3072, 3.3663, -3.7017], [-2.3039, 1.7634, -2.8771], [-3.4129, 1.6749, -4.9730], [-1.9210, 0.6410, -5.1671], [-1.8548, 3.5757, -5.9943], [-2.7330, 2.5007, -7.0302], [0.1569, 1.8978, -6.3286], [-0.3607, 2.6898, -7.8044], [-0.9228, 1.0206, -7.3373]],
  "s_squared": 2.010,
  "charge": 1,
  "homo_lumo_gap_ev": [8.603, 8.883],
  "multiplicity": 3,
  "e_tot_ha": -4516.98054,
  "e_above_lowest_ev": 1.668,
  "homo_ev": [-11.244, -11.621],
  "lumo_ev": [-2.64, -2.74]
}

---

(2)
{
  "formula": "C36H63Cl2F9N11O10S3",
  "method": "ωB97M-V/def2-TZVPD",
  "symbols": ["C", "C", "O", "N", "H", "H", "C", "H", "H", "H", "H", "H", "H", "C", "C", "N", "C", "C", "N", "C", "C", "H", "H", "H", "H", "H", "H", "H", "H", "H", "H", "H", "C", "C", "N", "C", "C", "N", "C", "C", "H", "H", "H", "H", "H", "H", "H", "H", "H", "H", "H", "C", "C", "N", "C", "C", "N", "C", "C", "H", "H", "H", "H", "H", "H", "H", "H", "H", "H", "H", "C", "C", "N", "C", "C", "N", "C", "C", "H", "H", "H", "H", "H", "H", "H", "H", "H", "H", "H", "C", "C", "N", "C", "C", "N", "C", "C", "H", "H", "H", "H", "H", "H", "H", "H", "H", "H", "H", "Cl", "Cl", "C", "F", "F", "F", "S", "O", "O", "O", "C", "F", "F", "F", "S", "O", "O", "O", "C", "F", "F", "F", "S", "O", "O", "O"],
  "positions_angstrom": [[1.1150, -5.0870, -2.4612], [1.5074, -6.4159, -3.0631], [0.7242, -7.2410, -3.6129], [2.8583, -6.9941, -2.6742], [3.3221, -6.5932, -1.8716], [2.7270, -7.9165, -2.2841], [3.7575, -7.0262, -3.9491], [0.0589, -5.1280, -2.1945], [1.1616, -4.4745, -3.3616], [1.7065, -4.7408, -1.6137], [4.7448, -6.9218, -3.4990], [3.4045, -6.1697, -4.5235], [3.5604, -7.8127, -4.6775], [0.9267, 2.5383, 0.6856], [-0.0479, 1.5984, 1.4426], [-0.3285, 0.3986, 0.6654], [0.6036, -0.4049, -0.0161], [-0.1113, -1.5357, -0.5081], [-1.4765, -1.2975, -0.1928], [-1.5757, -0.0971, 0.3642], [-2.5848, -2.2838, -0.3961], [0.5306, 2.8851, -0.2688], [1.9066, 2.1384, 0.4251], [0.8845, 3.4727, 1.2453], [-0.9253, 2.2426, 1.4998], [0.3795, 1.4505, 2.4343], [1.6664, -0.2126, -0.0156], [0.2841, -2.3964, -1.0271], [-2.4568, 0.4586, 0.6491], [-3.5580, -1.9907, -0.0022], [-2.3264, -3.2300, 0.0792], [-2.8226, -2.4778, -1.4420], [-1.0202, 4.5623, -3.7856], [-0.6052, 6.0333, -3.7346], [0.6861, 6.1895, -3.1065], [1.9615, 5.9919, -3.6273], [2.8107, 6.0830, -2.5675], [2.1150, 6.2072, -1.3670], [0.8196, 6.4587, -1.7542], [2.6710, 6.0738, -0.0589], [-0.3833, 4.0901, -4.5336], [-2.0800, 4.4981, -4.0324], [-0.8094, 3.8327, -3.0038], [-1.3215, 6.6723, -3.2182], [-0.6385, 6.4596, -4.7373], [2.2266, 5.7380, -4.6429], [3.8590, 5.8961, -2.3869], [-0.0324, 6.5542, -1.0974], [2.3820, 6.9695, 0.4909], [3.7501, 6.0372, -0.2086], [2.4573, 5.0938, 0.3677], [-12.0548, -2.3093, 0.1174], [-11.3378, -2.1112, -1.1751], [-10.1972, -1.1787, -0.9303], [-10.0070, -0.0335, -1.6791], [-8.8433, 0.5704, -1.2247], [-8.1956, -0.2428, -0.3066], [-9.0846, -1.3033, -0.1073], [-6.9525, -0.0041, 0.4686], [-12.3482, -1.3751, 0.5962], [-11.4007, -2.7310, 0.8806], [-12.8468, -3.0392, -0.0500], [-11.8972, -1.8815, -2.0820], [-10.9154, -3.1021, -1.3422], [-10.7466, 0.1499, -2.4445], [-8.2931, 1.4615, -1.4884], [-8.8857, -2.1564, 0.5244], [-6.9490, 0.0060, 1.5585], [-6.4550, 0.8986, 0.1139], [-6.2878, -0.8231, 0.1937], [2.3661, 1.2805, 5.5322], [1.7485, 1.7998, 6.8373], [1.7479, 0.8047, 7.9172], [1.4480, 1.1498, 9.2263], [1.6373, -0.0271, 9.9368], [2.3104, -0.9907, 9.1668], [2.1923, -0.5203, 7.8930], [2.6541, -2.2827, 9.5705], [3.2110, 0.5961, 5.6082], [2.6999, 2.1659, 4.9912], [1.6593, 0.8269, 4.8373], [0.7393, 2.1825, 6.6856], [2.3667, 2.5868, 7.2691], [1.0661, 2.0961, 9.5799], [1.4967, -0.3410, 10.9605], [2.5701, -1.0331, 7.0208], [3.1815, -2.8102, 8.7757], [1.7329, -2.6395, 10.0312], [3.3894, -2.1204, 10.3587], [3.5543, -2.1270, -2.3512], [4.2194, -1.8875, -0.9294], [5.6675, -1.4297, -0.9556], [6.7345, -2.1284, -1.4400], [7.9168, -1.4171, -1.2823], [7.5643, -0.4082, -0.3723], [6.2038, -0.4721, -0.2464], [8.4770, 0.5021, 0.2414], [2.4907, -2.3630, -2.3179], [4.0663, -2.8820, -2.9478], [3.6000, -1.1774, -2.8844], [4.0807, -2.8348, -0.4083], [3.5527, -1.1640, -0.4602], [6.6992, -3.1706, -1.7213], [8.9452, -1.7335, -1.3759], [5.5693, 0.0938, 0.4196], [8.5420, 1.4143, -0.3517], [9.3980, -0.0705, 0.3514], [8.2976, 0.6101, 1.3111], [3.3693, -0.4771, 2.3422], [-0.5009, -5.4654, 0.7002], [-3.4681, 3.2567, 0.0877], [-4.7952, 3.1870, -0.1087], [-3.2132, 3.0479, 1.3479], [-2.5844, 2.5123, -0.7024], [-2.9037, 5.0212, -0.2529], [-3.2816, 5.3280, -1.6634], [-3.6127, 5.9790, 0.6343], [-1.4631, 4.9871, -0.0213], [-3.9421, -4.4594, -4.9546], [-3.4543, -4.1811, -6.1448], [-4.3251, -3.3352, -4.3371], [-5.1509, -5.1884, -4.9976], [-2.5204, -5.2235, -3.9191], [-2.8269, -4.9978, -2.4786], [-2.5070, -6.6604, -4.2156], [-1.3123, -4.4614, -4.2903], [4.0121, 2.4024, -1.9425], [3.7014, 1.2031, -1.4447], [4.1259, 2.2908, -3.3301], [2.9674, 3.2242, -1.6730], [5.5401, 3.1166, -1.0540], [6.8407, 2.6049, -1.6504], [5.4460, 4.5552, -1.2068], [5.2956, 2.6829, 0.3435]],
  "charge": 1,
  "homo_lumo_gap_ev": 5.088,
  "e_tot_ha": -5777.49120,
  "e_above_lowest_ev": 4.820,
  "homo_ev": -7.714,
  "lumo_ev": -2.63
}

---

(3)
{
  "formula": "C36H64Br6F12N6O14",
  "method": "ωB97M-V/def2-TZVPD",
  "symbols": ["C", "C", "O", "N", "C", "H", "H", "H", "H", "H", "H", "H", "C", "C", "O", "N", "C", "H", "H", "H", "H", "H", "H", "H", "C", "C", "O", "N", "C", "H", "H", "H", "H", "H", "H", "H", "C", "C", "O", "N", "C", "H", "H", "H", "H", "H", "H", "H", "C", "C", "O", "N", "C", "H", "H", "H", "H", "H", "H", "H", "C", "C", "O", "N", "C", "H", "H", "H", "H", "H", "H", "H", "C", "C", "O", "C", "O", "C", "F", "F", "F", "H", "H", "H", "H", "H", "C", "C", "O", "C", "O", "C", "F", "F", "F", "H", "H", "H", "H", "H", "C", "C", "O", "C", "O", "C", "F", "F", "F", "H", "H", "H", "H", "H", "C", "C", "O", "C", "O", "C", "F", "F", "F", "H", "H", "H", "H", "H", "C", "Br", "Br", "Br", "H", "C", "Br", "Br", "Br", "H"],
  "positions_angstrom": [[-2.1721, -6.8655, -5.1400], [-2.0901, -6.6477, -6.6117], [-2.8546, -5.8285, -7.1334], [-1.1150, -7.2547, -7.3442], [-1.0008, -7.0307, -8.7709], [-3.0398, -6.4555, -4.6232], [-1.2522, -6.5094, -4.6762], [-2.0150, -7.9296, -4.9637], [-0.2659, -7.6223, -6.9393], [-0.1743, -7.6345, -9.1455], [-0.6932, -6.0185, -9.0336], [-1.8612, -7.2464, -9.4044], [0.8695, -4.7040, 7.1281], [0.2967, -4.7873, 8.5059], [-0.8082, -4.3234, 8.7389], [1.0425, -5.3857, 9.4009], [0.6732, -5.6068, 10.7897], [0.0912, -5.0563, 6.4513], [1.7388, -5.3603, 7.0867], [1.1024, -3.7212, 6.7183], [1.8339, -5.9113, 9.0580], [-0.4054, -5.4850, 10.8897], [1.1519, -4.8632, 11.4269], [0.9539, -6.6040, 11.1287], [1.9674, 0.3012, -13.0771], [1.9291, 0.2069, -11.5936], [2.9377, -0.0757, -10.9376], [0.6851, 0.2607, -11.0925], [0.2915, 0.1014, -9.7392], [1.0309, 0.6502, -13.5120], [2.2602, -0.5969, -13.6209], [2.6866, 1.0683, -13.3643], [-0.0473, 0.5588, -11.7208], [1.1529, 0.2458, -9.0871], [-0.1329, -0.9021, -9.7060], [-0.5437, 0.7558, -9.4896], [-8.1320, -1.2969, -2.8042], [-8.9720, -0.3419, -1.9308], [-8.4874, -0.0863, -0.8091], [-10.1211, 0.0773, -2.4258], [-11.0469, 0.8192, -1.6716], [-8.2636, -1.0503, -3.8578], [-8.3445, -2.3513, -2.6275], [-7.0857, -1.2947, -2.4987], [-10.2826, -0.1552, -3.3954], [-11.6215, 1.4548, -2.3455], [-10.5191, 1.4371, -0.9453], [-11.7216, 0.1103, -1.1917], [-8.0620, 3.2531, 4.6698], [-9.5069, 3.0746, 5.1873], [-9.9640, 3.7077, 6.1109], [-10.1639, 2.0494, 4.6272], [-11.5309, 1.5995, 4.9785], [-7.5699, 2.2809, 4.6403], [-7.5492, 3.9140, 5.3686], [-8.0825, 3.6234, 3.6448], [-9.5934, 1.5291, 3.9761], [-11.9898, 2.3118, 5.6642], [-11.4609, 0.6124, 5.4355], [-12.1030, 1.5224, 4.0539], [4.3457, 6.9531, 9.5353], [4.8246, 5.7870, 8.6571], [6.0070, 5.7678, 8.2731], [3.9289, 4.7844, 8.3849], [4.3606, 3.6172, 7.7042], [4.7863, 6.8804, 10.5296], [3.2855, 7.1583, 9.6834], [4.7739, 7.9209, 9.2739], [2.9624, 4.9098, 8.6499], [4.1041, 2.6557, 8.1491], [5.4167, 3.5733, 7.4382], [3.8536, 3.5287, 6.7433], [10.3940, -1.0316, -5.2068], [10.9670, -2.1413, -4.3187], [12.0121, -1.4884, -3.6375], [12.5252, -1.9215, -2.4639], [12.2786, -3.0219, -1.9444], [13.5225, -0.9481, -1.8524], [13.3485, 0.2774, -2.2478], [13.4142, -0.9488, -0.5743], [14.7529, -1.3356, -2.0889], [10.0105, -0.1945, -4.6234], [9.5656, -1.3669, -5.8310], [11.2017, -0.6498, -5.8311], [11.4078, -3.0296, -4.7710], [10.1654, -2.4660, -3.6553], [5.4432, 5.5374, -5.0221], [5.1253, 4.9682, -3.6221], [6.3298, 4.9260, -2.9687], [6.3624, 4.5863, -1.5752], [5.3770, 4.1250, -0.9766], [7.8249, 4.7334, -0.9692], [8.0966, 6.0529, -0.6880], [7.8214, 4.1775, 0.2165], [8.7449, 4.2611, -1.7783], [6.2241, 4.9479, -5.5024], [5.7885, 6.5566, -4.8490], [4.5209, 5.5529, -5.6029], [4.6838, 3.9719, -3.6019], [4.4647, 5.6940, -3.1479], [-0.4726, 2.4509, 1.0582], [-0.8737, 1.0133, 0.8057], [0.1268, 0.0851, 0.3627], [0.4891, 0.0416, -0.9092], [0.0669, 0.8400, -1.7600], [1.6992, -0.8457, -1.2680], [2.0140, -1.6387, -0.2904], [1.3757, -1.5495, -2.3333], [2.7130, -0.0424, -1.5504], [0.5320, 2.3856, 1.4760], [-1.2140, 2.8267, 1.7633], [-0.4586, 2.9884, 0.1100], [-1.7445, 1.0133, 0.1502], [-1.1773, 0.5946, 1.7652], [-5.7977, -5.1241, 4.1764], [-5.2942, -6.2552, 3.1930], [-4.8046, -7.3309, 3.9743], [-3.7190, -8.0955, 3.5672], [-3.0392, -7.8090, 2.6081], [-3.2865, -9.2389, 4.5284], [-3.3973, -10.4016, 3.9124], [-2.0093, -9.0281, 4.8593], [-4.0215, -9.2253, 5.5976], [-5.4986, -5.2424, 5.2179], [-6.8869, -5.1634, 4.1915], [-5.4036, -4.1563, 3.8663], [-4.5903, -5.9478, 2.4197], [-6.1906, -6.5616, 2.6538], [1.1775, 10.1386, 4.8443], [-0.0372, 8.8029, 5.7271], [0.1867, 11.4285, 3.7347], [2.5755, 9.1610, 3.7733], [1.6286, 10.7112, 5.6547], [-4.2973, 8.2520, -1.8963], [-5.2655, 6.6454, -2.6789], [-5.4987, 9.8107, -2.1239], [-2.4775, 8.5256, -2.6899], [-4.2008, 8.0570, -0.8282]],
  "homo_lumo_gap_ev": 8.883,
  "e_tot_ha": -19434.47817,
  "e_above_lowest_ev": 4.049,
  "homo_ev": -9.495,
  "lumo_ev": -0.61
}

---

- Number 3 is which compound?
  C36H64Br6F12N6O14